# 1
ORCA calculation (ωB97M-V/def2-TZVPD) on C20H21ClN4O4S2 in the gas phase.

```
52
Properties=species:S:1:pos:R:3:mulliken_charge:R:1
C 0.5544 0.5766 -4.4807 -1.316
C 0.8651 1.2490 -3.1507 -0.229
O 1.2805 0.2976 -2.1753 -0.130
C 0.3259 -0.3073 -1.4663 1.273
O -0.8621 -0.0398 -1.6023 -0.829
C 0.8150 -1.2964 -0.5211 0.365
C -0.0855 -2.0523 0.2125 0.051
N -1.4487 -2.0197 0.0561 0.134
C -2.2726 -2.8584 0.7237 0.626
O -1.8653 -3.6683 1.5281 -0.650
C -3.7547 -2.7692 0.3863 -0.769
S -4.2405 -1.3225 -0.6014 -0.266
C -3.7859 -0.1292 0.5574 0.518
N -3.5438 -0.3333 1.8159 -0.250
N -3.1605 0.8508 2.3226 -0.597
C -3.1900 1.7157 1.3653 0.897
C -2.7215 3.1298 1.4208 -1.086
N -1.4811 3.3168 0.7053 -0.304
C -0.3233 2.6302 1.0339 0.491
C -0.1812 1.8926 2.2102 -0.413
C 1.0186 1.2752 2.5096 -1.024
C 2.0975 1.4051 1.6536 0.204
Cl 3.6025 0.6574 2.0573 -0.206
C 1.9819 2.1440 0.4871 -0.545
C 0.7771 2.7398 0.1790 -0.186
O -3.5930 1.1539 0.1961 -0.274
S 0.6718 -3.1206 1.3122 -0.378
C 2.2436 -2.5731 0.7825 0.817
C 3.4621 -3.1615 1.4061 -1.419
C 2.1711 -1.6280 -0.1931 -0.727
C 3.3655 -1.0487 -0.8741 -1.129
H -0.2896 -0.0994 -4.3665 0.302
H 0.3044 1.3299 -5.2224 0.417
H 1.4162 0.0100 -4.8248 0.315
H -0.0193 1.7777 -2.7804 0.253
H 1.7028 1.9431 -3.2483 0.364
H -1.7585 -1.3348 -0.6417 0.130
H -4.0377 -3.6442 -0.2009 0.474
H -4.3227 -2.7663 1.3167 0.380
H -3.4724 3.7891 0.9796 0.500
H -2.5834 3.3945 2.4723 0.323
H -1.5861 3.4879 -0.2842 0.291
H -1.0058 1.7783 2.8938 0.378
H 1.1121 0.6946 3.4137 0.454
H 2.8280 2.2588 -0.1724 0.439
H 0.6840 3.3162 -0.7304 0.447
H 3.1754 -3.8785 2.1705 0.436
H 4.0727 -3.6728 0.6622 0.313
H 4.0682 -2.3835 1.8695 0.277
H 3.3177 0.0357 -0.8724 0.115
H 4.2771 -1.3659 -0.3777 0.396
H 3.3942 -1.3765 -1.9126 0.344
```

Frontier orbital gap, eV: 8.32
Strongest force on any atom, eV Å⁻¹: 1.62
HOMO energy, eV: -7.84
Spin multiplicity: 1
Energy relative to the best compared isomer or geometry (same formula, charge and spin), eV: 0.000
Charge: 0
SMILES: CCOC(=O)c1c(NC(=O)CSc2nnc(CNc3ccc(Cl)cc3)o2)sc(C)c1C

# 2
ORCA calculation (ωB97M-V/def2-TZVPD) on a molecular structure, C30H53Cl2N4O7P2SeSi2Ti.

```
102
Properties=species:S:1:pos:R:3:mulliken_charge:R:1
Ti 0.0336 2.0048 -0.1734 0.092
C -0.7712 -0.4006 3.7661 -1.375
Si -1.3963 1.1134 2.8384 0.685
C -3.0593 0.5402 2.1893 -0.866
C -1.8760 2.5312 3.9975 -1.535
N -0.1128 1.7341 1.7742 1.497
C 0.9849 2.2428 2.4989 0.563
C 1.2014 2.1506 3.8742 -0.922
C 2.3072 2.7490 4.4636 -1.217
C 3.2134 3.4523 3.6870 -1.309
C 3.0210 3.5464 2.3165 -0.575
C 1.9218 2.9378 1.7119 0.519
N 1.6210 2.9321 0.3568 1.191
Si 2.5787 3.9280 -0.7555 0.313
C 2.4062 5.7218 -0.2568 -1.125
C 4.3631 3.3464 -0.7859 -1.179
C 2.0289 3.7811 -2.5292 -0.845
H -1.1255 -0.3908 4.8012 0.494
H 0.3141 -0.4947 3.7747 0.375
H -1.1797 -1.2866 3.2775 0.264
H -3.5335 0.0532 3.0489 0.510
H -3.0072 -0.1906 1.3852 -0.118
H -3.6958 1.3728 1.8946 0.291
H -1.8481 2.2283 5.0469 0.410
H -2.8951 2.8562 3.7770 0.442
H -1.2132 3.3896 3.8858 0.420
H 0.5120 1.6205 4.5132 0.259
H 2.4496 2.6656 5.5337 0.406
H 4.0716 3.9292 4.1435 0.377
H 3.7294 4.1011 1.7209 0.392
H 2.6639 5.9103 0.7852 0.350
H 1.3677 6.0301 -0.4016 0.224
H 3.0422 6.3495 -0.8863 0.374
H 4.8223 3.2063 0.1906 0.376
H 4.9705 4.0572 -1.3528 0.374
H 4.3958 2.3851 -1.3031 0.229
H 0.9981 4.0902 -2.6942 0.029
H 2.1429 2.7645 -2.9062 0.185
H 2.6841 4.4335 -3.1155 0.379
C -3.6009 4.4300 0.7748 -1.741
C -3.2795 4.1110 -0.6777 0.947
O -4.3210 4.6136 -1.5049 -0.680
P -3.1679 2.3118 -0.9149 0.187
O -4.5823 1.7794 -0.4275 -0.664
O -3.1322 2.0331 -2.4512 -0.552
O -2.0483 1.6661 -0.1578 0.960
P -1.6424 4.8692 -1.1008 0.753
O -1.6889 4.7463 -2.7168 -0.597
O -1.5359 6.2828 -0.7017 -0.878
O -0.6257 3.8735 -0.5681 -0.563
H -4.5691 4.0098 1.0477 0.428
H -3.6208 5.5122 0.8959 0.432
H -2.8312 4.0208 1.4322 0.152
H -3.9938 4.5991 -2.4145 0.461
H -4.5426 0.8450 -0.1789 0.395
H -2.1827 1.8332 -2.7266 0.321
H -1.4762 5.6105 -3.0907 0.332
Cl 2.0231 0.3735 -0.6602 -0.274
C 2.2272 -0.8324 -2.0789 -0.697
Cl -0.2909 1.4327 -2.5554 -0.619
H 1.1993 -0.8708 -2.4666 -0.189
H 2.7441 -0.1792 -2.7981 0.393
C 1.9856 -5.8104 2.0473 -1.147
C 0.7305 -4.9453 2.0943 -0.360
C 1.0077 -3.4474 2.1784 0.385
C 1.7390 -2.8515 0.9765 -0.798
N 1.1417 -3.2056 -0.3036 1.604
C -0.0103 -2.6954 -0.7865 -1.776
Se -1.1657 -1.5567 0.0831 -0.636
N -0.1717 -3.1630 -2.0515 1.636
C -1.2397 -2.8116 -2.9667 -1.212
C -2.2337 -3.9496 -3.1595 -0.703
C -2.9877 -4.3195 -1.8884 0.465
C -3.9281 -5.4990 -2.1007 -1.503
C 0.9227 -3.9377 -2.3966 0.975
C 1.2530 -4.5816 -3.5779 -0.886
C 2.4697 -5.2456 -3.6172 -0.798
C 3.3209 -5.2578 -2.5103 -0.848
C 2.9844 -4.6107 -1.3313 -0.847
C 1.7665 -3.9540 -1.2901 0.444
H 1.7348 -6.8718 2.0814 0.400
H 2.6392 -5.5925 2.8957 0.304
H 2.5547 -5.6428 1.1336 0.175
H 0.1305 -5.2293 2.9628 0.524
H 0.1093 -5.1486 1.2169 -0.042
H 1.6194 -3.2382 3.0624 0.679
H 0.0670 -2.9143 2.3048 -0.644
H 2.7694 -3.2013 0.9397 0.642
H 1.7632 -1.7622 1.0433 -0.444
H -0.7767 -2.5294 -3.9149 0.410
H -1.7255 -1.9265 -2.5551 0.208
H -1.7103 -4.8334 -3.5408 0.305
H -2.9434 -3.6468 -3.9362 0.474
H -3.5433 -3.4486 -1.5329 0.143
H -2.2715 -4.5551 -1.0966 -0.093
H -4.6687 -5.2776 -2.8727 0.349
H -4.4645 -5.7489 -1.1847 0.388
H -3.3750 -6.3860 -2.4177 0.334
H 0.6001 -4.5538 -4.4397 0.419
H 2.7687 -5.7525 -4.5252 0.389
H 4.2729 -5.7680 -2.5776 0.387
H 3.6717 -4.5929 -0.4977 0.442
```

Frontier orbital gap, eV: 6.02
Strongest force on any atom, eV Å⁻¹: 0.65
HOMO energy, eV: -3.72
Spin multiplicity: 1
Energy relative to the best compared isomer or geometry (same formula, charge and spin), eV: 1.377
Charge: -1

# 3
ORCA calculation (ωB97M-V/def2-TZVPD) on 2 unconnected molecules or ions with the total composition C9H14.

```
23
Properties=species:S:1:pos:R:3:mulliken_charge:R:1
C -1.3406 1.4822 -0.6986 -0.901
C -0.9778 0.1914 -0.5616 -0.188
C 0.2454 -0.2531 0.4644 0.363
C 0.4219 -1.7450 0.4598 -1.178
C 1.4494 0.5346 0.0246 0.868
C 2.1135 0.2638 -1.0940 -1.269
C 1.7397 1.7552 0.8458 -1.333
H -1.5958 2.0922 0.1563 0.321
H -1.5286 1.9197 -1.6686 0.274
H -0.7972 -0.3579 -1.4801 0.251
H -0.0863 0.0924 1.4447 0.418
H -0.5730 -2.2414 0.5354 0.197
H 0.9950 -2.0743 1.3196 0.372
H 0.8661 -2.1231 -0.4597 0.225
H 1.9009 -0.6055 -1.6959 0.222
H 2.9947 0.8228 -1.3720 0.343
H 0.8747 2.4221 0.8483 0.269
H 1.9454 1.4775 1.8817 0.324
H 2.5954 2.3055 0.4572 0.413
C -2.6669 -0.8186 0.0778 -0.332
C -2.5863 -2.0455 -0.0280 -0.449
H -3.2557 -0.0061 0.4386 0.357
H -2.7340 -3.0889 0.1044 0.431
```

Frontier orbital gap, eV: 8.13
Strongest force on any atom, eV Å⁻¹: 3.91
HOMO energy, eV: -7.87
Spin multiplicity: 1
Energy relative to the best compared isomer or geometry (same formula, charge and spin), eV: 5.858
Charge: 0
SMILES: C=C[C@@H](C)C(=C)C.C#C